Here is a single C18H23N5O4 molecule at a distorted geometry from OMol25. Energies are from the ωB97M-V functional and the def2-TZVPD basis.

Summary:
* SMILES: COCCNc1nc2c(c(=O)n(Cc3ccc(OC)cc3)c(=O)n2C)n1C
* spin multiplicity: 1

The geometry in XYZ format:
```
50
Properties=species:S:1:pos:R:3:lowdin_charge:R:1
O -0.75593 -1.11198 2.19624 0.050
O -1.88419 2.96454 0.48617 0.070
O 6.56495 -0.10377 -1.14846 -0.197
O -6.38733 -1.57141 -1.44950 -0.088
N 2.18752 0.98187 -0.68509 0.198
N 1.85029 -0.84642 0.56380 0.011
N 3.84283 -0.67343 -0.79455 0.080
N 0.11153 2.11690 -0.15523 0.014
N -1.30420 0.92488 1.30376 0.092
C -3.79021 -1.14107 1.02736 -0.025
C 0.41618 3.26379 -0.98097 -0.006
C -4.71181 -1.71051 0.17580 0.001
C 6.14794 -1.39381 -0.77967 -0.217
C 4.82009 -1.40323 -0.00913 -0.182
C 0.74299 -0.02196 0.72112 -0.069
C -5.35137 0.47181 -0.59881 -0.016
C -4.42144 1.03391 0.26002 -0.026
C 7.06076 0.68624 -0.09258 -0.100
C -0.45351 -0.17477 1.47363 -0.360
C 1.95678 -2.16095 1.13956 -0.002
C -5.50519 -0.90871 -0.64621 -0.278
C -1.07956 2.05678 0.53843 -0.422
C -2.60152 0.85698 1.98429 -0.076
C -3.63781 0.24077 1.08306 -0.201
C 0.99241 1.08653 -0.06792 -0.228
C 2.67520 -0.19033 -0.29018 -0.339
C -7.21790 -0.81825 -2.29756 -0.096
H -6.63556 -0.23610 -3.01951 0.094
H -7.86905 -0.14520 -1.73004 0.095
H -4.29686 2.10592 0.28300 0.109
H 6.01821 -1.92893 -1.72339 0.130
H 6.27365 0.97605 0.61151 0.086
H -3.17456 -1.76774 1.65483 0.108
H -0.43437 3.94079 -0.93607 0.088
H 2.78572 -2.21764 1.84682 0.091
H -4.84065 -2.78034 0.12614 0.116
H -2.88251 1.87507 2.25761 0.128
H 7.47126 1.58273 -0.55251 0.092
H 0.59271 2.93891 -2.00590 0.094
H 7.85327 0.16146 0.45327 0.092
H 2.09157 -2.90984 0.35774 0.100
H 1.31339 3.75813 -0.60845 0.095
H 4.96091 -0.95098 0.98271 0.121
H 4.50571 -2.44119 0.12470 0.110
H -5.94543 1.12079 -1.22302 0.101
H 6.91935 -1.89883 -0.18099 0.126
H -7.82974 -1.54373 -2.83184 0.091
H 4.28409 0.01907 -1.39152 0.133
H 1.02644 -2.35675 1.67198 0.085
H -2.45506 0.24396 2.87557 0.127
```

Here is a single C18H23NO4 molecule from OMol25. Energies are from the ωB97M-V functional and the def2-TZVPD basis.

Summary:
* SMILES: CC(C)CC(=O)Nc1ccc(C(=O)COC(=O)C2CCC2)cc1
* spin multiplicity: 1

The geometry in XYZ format:
```
46
Properties=species:S:1:pos:R:3:lowdin_charge:R:1
O -4.41460 -0.41232 1.85613 0.084
O 4.26123 1.35923 0.19166 0.015
O 4.21864 -0.62345 -0.85749 0.126
O 2.53133 0.06794 1.71788 0.124
N -3.59753 0.89041 0.17377 0.130
C -1.62679 0.09379 1.39226 0.013
C -2.22304 0.83025 0.36863 -0.208
C 4.79779 0.18287 -0.17732 -0.461
C -1.41055 1.54625 -0.51592 -0.016
C 0.56414 0.79586 0.63346 -0.152
C 6.59769 -1.35071 0.82952 -0.121
C -5.97860 0.55520 0.31257 -0.089
C -6.53219 -1.88425 -0.03227 -0.071
C -6.41121 -0.52056 -0.70529 -0.417
C 7.27916 -0.09794 -0.78529 -0.123
C 6.20799 0.05047 0.31877 -0.196
C -0.25481 0.08204 1.51271 0.010
C -4.60103 0.27993 0.88389 -0.465
C -5.45849 -0.59082 -1.89711 -0.079
C 2.02245 0.72311 0.84009 -0.319
C 2.89351 1.53505 -0.12524 -0.099
C -0.03957 1.53310 -0.38721 -0.022
C 7.85024 -1.32131 -0.05646 -0.164
H 2.68783 2.60220 -0.02432 0.143
H 0.55499 2.09770 -1.08774 0.110
H 8.75654 -1.09368 0.50105 0.103
H -3.88210 1.44332 -0.62332 0.134
H 0.21793 -0.48732 2.29855 0.123
H -6.00702 1.53930 -0.15959 0.117
H -4.47362 -0.93420 -1.58783 0.080
H -5.84128 -1.29235 -2.63468 0.079
H -2.24404 -0.46022 2.07912 0.102
H -7.26206 -1.84986 0.77267 0.082
H 6.75803 -1.43206 1.90148 0.107
H 6.83372 -0.35284 -1.74476 0.114
H 8.02276 -2.20274 -0.66929 0.101
H -5.36094 0.38055 -2.37965 0.075
H 5.87379 -2.09803 0.51218 0.114
H -6.84908 -2.63440 -0.75300 0.078
H -5.57843 -2.19002 0.38964 0.077
H -1.86793 2.11714 -1.31262 0.111
H 6.42033 0.85379 1.02254 0.148
H 7.94564 0.75266 -0.90910 0.105
H -7.40062 -0.22687 -1.07566 0.134
H -6.68496 0.54621 1.14390 0.126
H 2.70476 1.19759 -1.15132 0.136
```

HOMO-LUMO gap in Eh, matching the order above: 0.307; 0.332